Entry 1:
Molecular formula: C22H50BrF9N8O2P3
Method: DFT, ωB97M-V with the def2-TZVPD basis set

The geometry in XYZ format:
```
95
C22H50BrF9N8O2P3 | the Open Molecules 2025 dataset | ωB97M-V with the def2-TZVPD basis set
C 6.437 3.977 -0.359
P 6.347 3.543 -2.139
C 7.302 4.881 -2.928
C 4.606 3.876 -2.797
N 4.451 3.009 -3.974
C 4.534 1.593 -3.637
C 3.708 1.142 -2.415
Br 1.929 0.598 -2.832
N 3.671 2.163 -1.285
C 3.467 3.541 -1.829
C 3.192 4.603 -0.740
F 3.321 4.044 0.478
F 4.043 5.631 -0.852
C 1.775 5.195 -0.911
F 1.755 5.691 -2.173
F 0.876 4.213 -0.864
C 1.410 6.357 0.071
F 2.239 6.389 1.119
F 0.178 6.111 0.540
C 1.361 7.777 -0.566
F 0.336 7.889 -1.408
F 2.518 8.081 -1.163
F 1.176 8.647 0.439
H 5.915 3.275 0.294
H 7.497 3.875 -0.111
H 6.163 5.001 -0.109
H 8.351 4.800 -2.656
H 7.158 4.828 -4.007
H 6.904 5.845 -2.596
H 4.533 4.911 -3.132
H 3.515 3.151 -4.348
H 4.137 1.046 -4.492
H 5.559 1.251 -3.515
H 4.189 0.257 -2.004
H 2.886 1.893 -0.667
H 4.529 2.067 -0.735
H 2.555 3.473 -2.425
O 0.792 0.511 0.269
P -0.178 0.936 1.323
N 0.738 1.469 2.657
C 1.066 0.757 3.878
C 1.597 2.593 2.365
N -1.054 -0.534 1.569
C -1.025 -1.307 2.806
C -1.044 -1.449 0.426
N -1.444 1.968 1.551
C -1.853 2.509 2.835
C -2.421 2.063 0.469
H 1.177 1.475 4.695
H 1.994 0.178 3.801
H 0.273 0.087 4.182
H 1.079 3.554 2.492
H 1.956 2.549 1.336
H 2.471 2.595 3.017
H -0.010 -1.579 3.117
H -1.578 -2.234 2.655
H -1.530 -0.791 3.626
H -0.145 -2.077 0.394
H -1.103 -0.906 -0.516
H -1.920 -2.098 0.484
H -1.950 1.738 3.603
H -2.828 2.978 2.716
H -1.167 3.274 3.202
H -3.230 1.336 0.594
H -1.944 1.870 -0.495
H -2.848 3.065 0.417
O -3.414 -4.567 1.242
P -3.915 -5.784 0.562
N -3.495 -5.625 -1.083
C -4.319 -5.201 -2.194
C -2.063 -5.521 -1.318
N -5.621 -5.690 0.910
C -6.645 -5.471 -0.100
C -5.939 -4.928 2.117
N -3.801 -7.431 0.620
C -4.024 -8.315 -0.507
C -3.833 -8.048 1.943
H -3.969 -5.684 -3.111
H -4.302 -4.114 -2.352
H -5.350 -5.510 -2.078
H -1.599 -6.510 -1.423
H -1.559 -4.999 -0.501
H -1.867 -4.958 -2.231
H -6.471 -4.572 -0.703
H -7.610 -5.346 0.393
H -6.761 -6.332 -0.762
H -5.984 -3.846 1.939
H -5.200 -5.102 2.895
H -6.905 -5.262 2.500
H -4.953 -8.096 -1.039
H -4.094 -9.337 -0.137
H -3.204 -8.285 -1.226
H -4.856 -8.292 2.250
H -3.411 -7.372 2.689
H -3.230 -8.957 1.962
```

Kohn-Sham gap, Ha: 0.264
2S+1: 1
E_HOMO, eV: -9.54
E_tot, eV: -162000.8441
Total charge: +1

=====

Entry 2:
Molecular formula: C22H50INO9P3
Method: DFT, ωB97M-V with the def2-TZVPD basis set

The geometry in XYZ format:
```
86
C22H50INO9P3 | the Open Molecules 2025 dataset | ωB97M-V with the def2-TZVPD basis set
C -4.465 -1.709 1.919
C -3.878 -1.327 0.773
C -2.396 -1.138 0.567
C -1.540 -1.996 1.503
N -0.134 -1.501 1.819
C 0.689 -2.693 2.301
C -0.360 -3.852 2.278
C 0.178 -5.282 2.274
C -0.987 -6.286 2.120
C -0.925 -7.463 3.081
I -0.942 -6.810 5.114
C -1.230 -3.428 1.057
P -0.137 -3.405 -0.446
O -0.873 -3.839 -1.651
H -4.170 -1.307 2.887
H -5.297 -2.404 1.893
H -4.504 -1.094 -0.085
H -2.119 -0.083 0.715
H -2.127 -1.434 -0.449
H -1.984 -1.982 2.499
H 0.265 -0.924 1.077
H -0.172 -0.861 2.614
H 0.844 -2.476 3.356
H 1.646 -2.829 1.807
H -0.881 -3.737 3.233
H 0.759 -5.494 3.171
H 0.845 -5.398 1.417
H -1.913 -5.752 2.353
H -1.069 -6.611 1.081
H -1.827 -8.062 2.987
H -0.073 -8.114 2.902
H -2.078 -4.068 0.830
H 0.348 -2.090 -0.643
H 0.997 -4.195 -0.201
O 2.698 -0.929 -6.578
P 1.859 0.173 -6.112
O 2.542 1.007 -4.929
C 3.962 1.212 -4.941
C 4.394 2.248 -5.960
O 0.634 -0.470 -5.268
C 0.299 -1.854 -5.414
C 0.839 -2.665 -4.256
O 1.047 1.233 -6.937
C 0.216 2.213 -6.278
C 0.791 3.596 -6.463
H 4.473 0.264 -5.118
H 4.229 1.539 -3.936
H 3.959 2.045 -6.941
H 5.480 2.255 -6.056
H 4.076 3.248 -5.662
H 0.670 -2.242 -6.361
H -0.790 -1.911 -5.440
H 1.886 -2.423 -4.065
H 0.759 -3.733 -4.460
H 0.278 -2.454 -3.345
H 0.092 1.975 -5.223
H -0.764 2.140 -6.748
H 1.801 3.652 -6.057
H 0.169 4.331 -5.951
H 0.844 3.856 -7.520
O 0.544 2.196 2.526
P -0.223 3.368 2.974
O 0.466 4.161 4.158
C 1.898 4.306 4.211
C 2.414 5.321 3.210
O -1.509 2.782 3.799
C -1.830 1.418 3.629
C -1.344 0.613 4.819
O -0.963 4.431 2.104
C -1.778 5.468 2.720
C -1.139 6.819 2.518
H 2.375 3.337 4.061
H 2.130 4.623 5.226
H 2.014 5.132 2.211
H 3.501 5.284 3.163
H 2.123 6.332 3.493
H -1.409 1.033 2.698
H -2.917 1.335 3.550
H -0.316 0.866 5.084
H -1.400 -0.463 4.610
H -1.956 0.814 5.697
H -1.939 5.261 3.776
H -2.745 5.420 2.224
H -0.140 6.846 2.951
H -1.744 7.589 2.994
H -1.047 7.049 1.457
```

Kohn-Sham gap, Ha: 0.341
2S+1: 1
E_HOMO, eV: -11.84
E_tot, eV: -79506.7639
Total charge: +1

=====

Entry 3:
Molecular formula: C22H50InN7O10
Method: DFT, ωB97M-V with the def2-TZVPD basis set

The geometry in XYZ format:
```
90
C22H50InN7O10 | the Open Molecules 2025 dataset | ωB97M-V with the def2-TZVPD basis set
In -3.175 1.346 -1.648
O 1.083 0.280 -0.037
C -0.228 0.398 -0.344
O -1.041 0.389 0.595
O -0.567 0.422 -1.555
H 1.549 0.400 -0.889
C 1.603 2.064 3.108
C 1.308 0.672 3.614
O 1.078 0.484 4.790
N 1.316 -0.363 2.719
C 0.852 -1.666 3.118
H 0.899 2.767 3.548
H 1.379 2.102 2.038
H 2.620 2.342 3.364
H 1.197 -0.056 1.761
H -0.123 -1.725 3.601
H 1.614 -2.146 3.732
H 0.744 -2.257 2.210
C 5.657 -2.265 -1.433
C 4.582 -2.862 -0.532
O 4.954 -3.472 0.454
N 3.290 -2.598 -0.810
C 2.262 -2.922 0.165
H 5.311 -1.394 -1.983
H 5.936 -3.100 -2.084
H 6.540 -2.109 -0.823
H 3.010 -1.975 -1.545
H 1.420 -2.258 -0.022
H 2.660 -2.875 1.177
H 1.879 -3.942 0.056
C -4.497 -3.207 -3.166
C -3.189 -2.520 -2.852
O -3.133 -1.413 -2.306
N -2.055 -3.171 -3.186
C -0.776 -2.752 -2.654
H -5.035 -2.732 -3.981
H -5.101 -3.117 -2.263
H -4.294 -4.254 -3.376
H -2.165 -4.141 -3.434
H -0.451 -1.808 -3.092
H -0.010 -3.491 -2.874
H -0.828 -2.613 -1.571
C -5.106 -2.373 1.564
C -4.274 -1.166 1.252
O -4.470 -0.523 0.209
N -3.154 -0.941 1.957
C -2.830 -1.485 3.264
H -6.161 -2.103 1.547
H -4.884 -2.866 2.507
H -4.930 -3.141 0.810
H -2.488 -0.269 1.595
H -3.704 -1.712 3.871
H -2.289 -0.744 3.852
H -2.230 -2.394 3.176
C -2.353 2.920 2.889
C -3.644 2.445 2.235
O -3.557 1.925 1.117
N -4.792 2.693 2.849
C -6.086 2.299 2.277
H -2.394 2.894 3.978
H -2.218 3.941 2.530
H -1.543 2.285 2.541
H -4.800 2.990 3.811
H -6.841 2.399 3.051
H -6.054 1.249 1.991
H -6.345 2.925 1.426
C -0.811 3.762 -5.413
C -0.391 2.992 -4.191
O -1.158 2.792 -3.257
N 0.913 2.642 -4.192
C 1.621 2.136 -3.032
H -0.579 3.246 -6.348
H -0.433 4.780 -5.517
H -1.895 3.881 -5.411
H 1.447 3.022 -4.956
H 1.101 2.344 -2.102
H 2.608 2.586 -2.967
H 1.679 1.042 -3.113
C 4.161 0.017 0.978
C 4.824 0.912 -0.042
O 4.233 1.141 -1.108
N 5.948 1.536 0.323
C 6.685 2.474 -0.504
H 4.003 0.617 1.879
H 4.937 -0.724 1.194
H 3.216 -0.436 0.740
H 6.248 1.419 1.276
H 7.404 2.967 0.144
H 6.045 3.193 -1.008
H 7.264 1.946 -1.263
```

Kohn-Sham gap, Ha: 0.068
2S+1: 1
ΔE to the lowest compared entry with this formula, charge and spin, kcal per mole: 0.0
E_HOMO, eV: -13.35
E_tot, eV: -59688.9695
Total charge: +2

=====

Entry 4:
Molecular formula: C22H50N11O19
Method: DFT, ωB97M-V with the def2-TZVPD basis set

The geometry in XYZ format:
```
102
C22H50N11O19 | the Open Molecules 2025 dataset | ωB97M-V with the def2-TZVPD basis set
C 0.568 0.101 -1.484
C 0.082 -0.032 0.050
C -1.077 -1.034 -0.041
C -1.496 -1.660 1.383
C -0.340 -2.516 1.698
C 0.937 -1.694 1.942
N 1.179 -0.632 0.914
O 2.259 0.044 0.879
C 2.190 -2.749 1.820
C 0.868 -0.941 3.333
C -0.286 1.315 0.688
H 0.845 -0.885 -1.820
H 1.268 0.906 -1.556
H -0.116 0.262 -2.118
H -0.757 -1.831 -0.785
H -1.989 -0.452 -0.300
H -2.342 -2.280 1.557
H -1.558 -0.855 1.930
H -0.424 -3.205 0.830
H -0.649 -2.891 2.668
H 2.356 -3.109 0.829
H 2.342 -3.575 2.417
H 3.279 -2.353 2.152
H 0.253 -0.326 3.111
H 1.751 -0.503 3.330
H 0.821 -1.597 4.161
H -1.104 1.843 0.079
H 0.586 2.015 0.851
H -0.747 1.363 1.502
N -1.747 -4.780 4.443
C -1.159 -5.859 3.693
C 0.214 -6.026 4.083
C 0.531 -4.937 5.081
C -0.886 -4.243 5.361
H -2.846 -4.442 4.524
H -1.832 -6.259 2.963
H 0.931 -6.684 3.538
H 1.618 -4.761 5.560
H -1.048 -3.407 5.957
C -1.793 2.535 -5.706
N -0.489 2.184 -5.026
O 0.404 2.963 -5.199
O -0.555 1.125 -4.386
H -1.297 3.209 -6.507
H -2.263 2.889 -4.871
H -2.172 1.598 -6.050
C 2.410 -0.187 -5.025
N 1.824 -1.590 -5.145
O 2.386 -2.384 -5.869
O 0.754 -1.811 -4.586
H 3.499 -0.288 -4.667
H 2.054 0.333 -4.152
H 2.140 0.373 -6.030
C 0.902 4.294 -2.120
N 2.119 4.095 -2.682
O 2.500 5.019 -3.473
O 2.921 3.197 -2.361
H 0.129 4.568 -2.931
H 1.011 5.037 -1.073
H 0.626 3.349 -1.600
C -2.576 -1.577 -3.891
N -3.503 -1.635 -2.699
O -3.249 -2.474 -1.843
O -4.350 -0.763 -2.653
H -3.178 -1.025 -4.728
H -2.507 -2.634 -4.295
H -1.783 -1.015 -3.685
C -0.457 5.366 2.798
N -1.404 4.980 1.724
O -0.919 4.676 0.629
O -2.646 4.888 1.954
H 0.133 6.011 2.067
H 0.109 4.359 3.038
H -0.971 5.991 3.480
C 6.885 -0.484 4.799
N 5.999 0.308 3.909
O 6.029 1.594 3.851
O 5.069 -0.284 3.320
H 7.817 -0.425 4.514
H 6.547 -1.523 4.784
H 6.764 0.123 5.808
C 0.314 -4.839 -3.753
N 1.030 -4.711 -2.476
O 1.066 -3.524 -2.049
O 1.716 -5.733 -2.198
H 0.939 -4.682 -4.515
H -0.649 -4.128 -3.588
H 0.015 -6.002 -3.679
C -2.712 5.047 -1.836
N -2.942 3.606 -1.646
O -3.803 3.226 -0.931
O -2.083 2.891 -2.184
H -3.001 5.664 -0.889
H -3.398 5.393 -2.757
H -1.727 5.274 -2.256
C -3.717 2.626 3.404
N -2.584 1.997 4.189
O -2.755 0.936 4.871
O -1.477 2.324 3.851
H -3.656 3.555 3.710
H -4.570 2.135 3.710
H -3.449 2.628 2.348
```

Kohn-Sham gap, Ha: 0.159
2S+1: 1
E_HOMO, eV: -9.88
E_tot, eV: -78872.0471
Total charge: +1

=====

Entry 5:
Molecular formula: C22H50N2O4S2
Method: DFT, ωB97M-V with the def2-TZVPD basis set

The geometry in XYZ format:
```
80
C22H50N2O4S2 | the Open Molecules 2025 dataset | ωB97M-V with the def2-TZVPD basis set
C -5.192 0.079 3.360
S -3.278 -0.007 3.044
O -2.876 1.374 2.440
C -2.507 -0.309 4.709
H -5.288 1.000 3.935
H -5.664 -0.785 3.829
H -5.568 0.146 2.340
H -3.324 -0.294 5.431
H -1.671 0.333 4.985
H -2.175 -1.330 4.894
C 5.405 -1.030 -2.186
S 4.106 0.169 -1.600
O 4.472 1.618 -1.310
C 2.741 0.228 -2.909
H 5.968 -1.467 -1.361
H 5.985 -0.570 -2.986
H 4.768 -1.780 -2.655
H 2.348 1.231 -2.743
H 2.000 -0.477 -2.533
H 2.954 0.067 -3.965
C 3.322 -1.083 0.627
C 2.087 -1.872 0.257
C 2.223 -3.236 0.851
C 1.033 -4.143 0.834
C -0.061 -3.334 1.522
C -0.345 -1.941 0.997
N 0.931 -1.223 0.935
O 0.747 0.146 0.486
C -1.298 -2.072 -0.238
C -1.152 -1.244 2.074
C 1.779 -1.894 -1.331
H 3.632 -1.099 1.672
H 3.261 -0.002 0.505
H 4.226 -1.451 0.142
H 2.994 -3.737 0.265
H 2.810 -3.151 1.766
H 1.247 -5.054 1.394
H 0.750 -4.397 -0.187
H 0.347 -3.189 2.522
H -0.936 -3.854 1.914
H -2.061 -2.823 -0.036
H -1.764 -1.101 -0.406
H -0.811 -2.336 -1.177
H -2.057 -1.802 2.313
H -0.809 -1.019 3.084
H -1.544 -0.281 1.745
H 2.722 -1.759 -1.861
H 1.294 -0.967 -1.638
H 1.353 -2.854 -1.622
H 1.138 0.627 1.219
C -2.402 3.127 0.946
C -1.730 2.158 -0.021
C -2.803 1.635 -1.010
C -2.126 1.020 -2.311
C -1.141 1.954 -3.054
C -0.055 2.522 -2.021
N -0.693 3.004 -0.804
O 0.281 3.462 0.113
C 0.959 1.356 -1.796
C 0.508 3.742 -2.720
C -1.145 0.986 0.784
H -1.724 3.788 1.486
H -2.975 3.955 0.528
H -2.837 2.650 1.825
H -3.594 0.982 -0.641
H -3.255 2.570 -1.343
H -1.665 0.067 -2.052
H -2.770 0.886 -3.181
H -1.714 2.767 -3.501
H -0.715 1.356 -3.859
H 0.549 0.355 -1.657
H 1.610 1.576 -0.950
H 1.696 1.101 -2.557
H -0.150 4.601 -2.589
H 0.500 3.743 -3.810
H 1.416 4.198 -2.326
H -0.335 1.163 1.491
H -1.844 0.377 1.358
H -0.821 0.227 0.072
H 0.718 2.618 0.251
```

Kohn-Sham gap, Ha: 0.287
2S+1: 1
ΔE to the lowest compared entry with this formula, charge and spin, kcal per mole: 398.8
E_HOMO, eV: -7.53
E_tot, eV: -56442.6238
Total charge: 0